1.
# C16H14BF5N6PtS

A molecular structure, C16H14BF5N6PtS at a distorted geometry (ωB97M-V with the def2-TZVPD basis set, the OMol25 dataset).

Each line ends with the Löwdin spin population.
Cartesian coordinates (Å):
H (-2.504, -1.584, 2.376)  0.001
N (-2.437, -1.182, 0.318)  0.221
B (-1.674, -1.824, -2.153)  -0.004
N (-2.378, -2.018, -0.786)  0.021
C (-3.039, -3.153, -0.483)  0.039
Pt (-2.569, 0.836, 0.530)  1.405
H (-3.251, -3.846, -1.303)  0.003
C (-3.286, -3.158, 0.893)  0.017
H (-3.712, -3.970, 1.450)  0.001
C (-2.788, -1.941, 1.389)  0.023
H (-2.181, -2.522, -2.996)  -0.001
C (3.899, 1.925, 0.197)  0.000
H (4.365, 2.859, 0.595)  0.000
H (2.845, 1.847, 0.511)  0.000
H (3.978, 1.838, -0.906)  0.000
N (-0.063, -2.275, -2.300)  0.020
N (-2.076, -0.340, -2.359)  0.019
N (0.811, -1.712, -1.438)  0.338
N (-2.084, 0.716, -1.463)  0.212
C (0.676, -3.121, -3.118)  0.340
C (-2.445, 0.130, -3.570)  0.046
H (0.276, -3.742, -3.901)  0.012
H (-2.671, -0.607, -4.346)  0.003
C (2.036, -3.009, -2.756)  0.281
C (-2.433, 1.532, -3.516)  0.020
C (2.047, -2.092, -1.694)  0.007
C (-2.087, 1.867, -2.187)  0.025
H (2.902, -3.483, -3.145)  0.010
H (-2.603, 2.195, -4.339)  0.001
H (2.863, -1.678, -1.104)  -0.004
H (-1.699, 2.761, -1.718)  0.002
H (4.396, 1.077, 0.618)  0.000
F (3.060, 3.016, 5.281)  0.014
C (2.050, 2.715, 4.434)  0.041
C (1.363, 1.503, 4.561)  -0.004
F (1.772, 0.580, 5.464)  -0.003
C (0.272, 1.249, 3.709)  0.033
F (-0.327, 0.030, 3.771)  0.010
C (-0.190, 2.182, 2.768)  0.057
S (-2.028, 2.102, 2.164)  0.761
C (0.622, 3.317, 2.577)  0.030
F (0.421, 4.107, 1.487)  0.010
C (1.713, 3.615, 3.418)  -0.003
F (2.473, 4.722, 3.218)  -0.003

Net charge   +2
Multiplicity   5
E   -54082.067 eV
E_HOMO (spin up / spin down)   -15.01 / -14.98 eV

***

2.
# C16H14Cl5N3O3Pt

A molecular structure, C16H14Cl5N3O3Pt at a distorted geometry (ωB97M-V with the def2-TZVPD basis set, the OMol25 dataset).

Each line ends with the natural charge from an NBO analysis.
Cartesian coordinates (Å):
Pt (0.188, 0.234, -0.120)  1.357
C (-0.704, 3.280, 0.890)  -0.253
O (-1.025, 1.865, 0.867)  -0.604
C (-1.759, 1.422, 2.020)  -0.107
C (-2.076, -0.038, 1.819)  -0.099
O (-0.844, -0.752, 1.485)  -0.545
C (0.023, -0.991, 2.629)  -0.113
C (1.419, -1.085, 2.081)  -0.109
O (1.685, 0.098, 1.253)  -0.494
C (2.086, 1.296, 1.988)  -0.261
H (-1.623, 3.845, 1.034)  0.222
H (-0.001, 3.491, 1.696)  0.193
H (-0.268, 3.518, -0.075)  0.230
H (-1.156, 1.605, 2.915)  0.194
H (-2.685, 1.994, 2.108)  0.244
H (-2.522, -0.487, 2.705)  0.245
H (-2.736, -0.196, 0.970)  0.232
H (-0.078, -0.160, 3.328)  0.204
H (-0.288, -1.913, 3.119)  0.255
H (2.167, -1.145, 2.871)  0.256
H (1.545, -1.934, 1.414)  0.241
H (3.041, 1.077, 2.461)  0.242
H (2.208, 2.085, 1.252)  0.236
H (1.336, 1.563, 2.731)  0.191
Cl (-1.600, -0.324, -1.584)  0.248
C (-0.437, -1.635, -1.901)  -0.088
C (0.697, -1.381, -1.189)  -0.173
C (1.813, -2.166, -1.383)  -0.020
Cl (3.326, -1.765, -0.678)  0.094
C (1.682, -3.273, -2.242)  -0.098
Cl (3.020, -4.292, -2.481)  0.159
C (0.476, -3.537, -2.917)  -0.065
Cl (0.344, -4.871, -3.955)  0.166
C (-0.624, -2.680, -2.768)  -0.079
Cl (-2.097, -2.869, -3.590)  0.157
N (1.135, 1.328, -1.431)  -0.524
C (1.623, 1.089, -2.495)  0.492
C (2.144, 0.864, -3.705)  -0.342
C (1.240, 0.810, -4.812)  0.237
N (0.470, 0.725, -5.661)  -0.184
C (3.554, 0.660, -3.834)  0.231
N (4.683, 0.471, -3.924)  -0.170

Net charge   +2
E   -93268.398 eV
E_HOMO (spin up / spin down)   -15.15 / -15.12 eV

***

3.
# C16H14ClN3O3

2 unconnected molecules or ions with the total composition C16H14ClN3O3 at a distorted geometry (ωB97M-V with the def2-TZVPD basis set, the OMol25 dataset).

Each line ends with the natural charge from an NBO analysis.
Cartesian coordinates (Å):
C (-0.252, 2.240, -1.754)  -0.600
C (0.430, 2.385, -0.537)  -0.090
H (1.261, 2.997, -0.684)  0.174
H (-0.124, 2.756, 0.258)  0.161
O (1.032, 1.307, -0.324)  -0.506
C (2.368, 1.081, 0.357)  0.556
N (3.112, 2.183, 0.768)  -0.495
C (4.216, 1.949, 1.025)  0.115
C (4.800, 0.720, 1.381)  -0.302
C (3.990, -0.385, 1.176)  -0.184
C (2.890, -0.494, 0.509)  -0.123
C (2.085, -1.545, 0.052)  0.746
O (1.734, -2.228, 0.847)  -0.560
O (1.482, -1.460, -1.030)  -0.466
C (0.452, -2.232, -1.559)  0.014
C (-0.756, -1.814, -0.726)  0.081
C (-1.303, -1.855, 0.546)  -0.013
N (-2.405, -1.312, 0.640)  -0.300
C (-3.397, -1.295, 1.518)  -0.095
C (-4.394, -0.541, 1.500)  0.003
C (-4.713, 0.122, 0.051)  -0.260
C (-3.739, -0.186, -0.784)  -0.145
C (-2.682, -0.932, -0.683)  0.192
N (-1.641, -1.177, -1.400)  -0.416
H (-4.088, 0.224, -2.150)  0.202
H (-5.742, 0.622, 0.022)  0.258
Cl (-5.568, -0.081, 2.755)  0.010
H (-3.053, -1.792, 2.476)  0.218
H (-0.703, -2.483, 1.383)  0.232
H (0.387, -2.208, -2.445)  0.169
H (0.709, -3.382, -1.165)  0.173
H (4.430, -1.357, 1.274)  0.217
H (5.695, 0.609, 1.980)  0.233
H (4.736, 3.000, 1.350)  0.162
H (-0.702, 3.263, -2.040)  0.207
H (0.438, 1.817, -2.672)  0.202
H (-0.984, 1.485, -1.916)  0.227

Net charge   0
E   -39940.473 eV
E_HOMO   -8.35 eV